Record 1
The following is a quantum chemistry calculation of 2 unconnected molecules or ions with the total composition C3H9N2O, from OMol25.

```
! RIJCOSX wB97M-V def2-TZVPD def2/J DEFGRID3
* xyz 1 1
C 0.928 -1.823 -1.781
C -0.187 1.399 1.591
C -0.661 -0.686 -0.349
N -0.045 -1.420 -1.121
N 0.620 0.664 0.684
O -1.638 0.116 -0.729
H 1.761 -1.296 -2.106
H 0.746 -2.796 -2.323
H 0.293 2.234 2.267
H -1.035 1.905 1.052
H -0.677 0.774 2.435
H -0.895 -0.861 0.650
H 1.272 1.290 0.234
H 1.147 0.003 1.227
H -1.632 0.495 -1.730
*
```

Computed properties:
**Calculated total energy**: -8275.1013 eV
**Gap between HOMO and LUMO**: 9.6 eV
**Energy above the lowest of the compared OMol25 structures with the same formula, charge and spin**: 3.973 eV
**HOMO level**: -14.2 eV

Record 2
The following is a quantum chemistry calculation of 2 unconnected molecules or ions with the total composition C9H14, from OMol25.

```
! RIJCOSX wB97M-V def2-TZVPD def2/J DEFGRID3
* xyz 0 1
C -1.252 -2.753 -0.497
C -0.196 -0.708 0.593
C -0.308 -2.105 0.483
C 0.751 -0.196 1.486
C 1.286 -1.003 2.495
C 0.348 -2.868 1.439
C 1.171 -2.385 2.421
H -0.693 -0.030 -0.091
H 1.035 0.843 1.384
H -0.658 -3.477 -1.057
H -1.706 -1.992 -1.124
H 2.025 -0.537 3.132
H 0.152 -3.931 1.296
H 1.834 -2.955 3.055
H -2.093 -3.274 -0.039
C 0.426 3.409 -1.453
C -0.858 3.388 -2.320
H 1.058 4.180 -1.886
H 0.182 3.698 -0.426
H 0.994 2.505 -1.228
H -0.924 2.475 -2.912
H -1.766 3.492 -1.735
H -0.810 4.222 -3.017
*
```

Computed properties:
**Calculated total energy**: -9559.4121 eV
**Gap between HOMO and LUMO**: 10.0 eV
**Energy above the lowest of the compared OMol25 structures with the same formula, charge and spin**: 0.769 eV
**HOMO level**: -9.0 eV

Record 3
The following is a quantum chemistry calculation of a single C5H5Cl2F molecule, from OMol25.

```
! RIJCOSX wB97M-V def2-TZVPD def2/J DEFGRID3
* xyz 0 1
C 1.169 -0.158 0.218
C 0.634 -0.276 -1.183
C -0.660 0.027 -1.235
C -1.189 0.396 0.134
C -0.117 -0.212 1.064
H 1.685 0.791 0.362
H 1.260 -0.552 -2.043
H -1.241 0.083 -2.121
H -2.181 -0.020 0.349
H -0.394 -1.246 1.244
F 0.008 0.434 2.253
Cl 2.323 -1.447 0.642
Cl -1.295 2.180 0.316
*
```

Computed properties:
**Calculated total energy**: -33028.1191 eV
**Gap between HOMO and LUMO**: 11.1 eV
**Energy above the lowest of the compared OMol25 structures with the same formula, charge and spin**: 0.015 eV
**HOMO level**: -10.3 eV

Record 4
The following is a quantum chemistry calculation of a molecular structure, AsF6H18O9, from OMol25.

```
! RIJCOSX wB97M-V def2-TZVPD def2/J DEFGRID3
* xyz -1 1
As -9.282 14.520 13.156
F -8.065 14.058 14.458
F -10.610 14.142 14.298
F -10.434 15.021 11.831
F -7.910 14.789 12.037
F -9.442 12.859 12.557
F -9.273 16.239 13.758
O -8.769 10.466 11.175
H -8.093 10.680 11.818
H -9.431 11.149 11.288
O -6.279 12.494 15.594
H -6.998 12.986 15.198
H -5.764 12.182 14.850
O -5.125 15.218 14.452
H -5.667 14.933 15.187
H -4.245 14.910 14.670
O -11.887 16.916 16.192
H -11.620 16.769 17.099
H -12.086 16.042 15.855
O -13.269 16.785 12.406
H -12.333 16.973 12.339
H -13.482 16.332 11.590
O -5.849 16.284 11.982
H -6.626 15.726 11.954
H -5.602 16.304 12.907
O -11.082 18.061 13.776
H -10.494 17.327 13.596
H -11.543 17.808 14.576
O -10.540 14.292 9.382
H -10.526 14.532 10.309
H -10.760 13.360 9.379
O -11.364 11.258 14.063
H -11.561 12.005 13.498
H -10.443 11.372 14.297
*
```

Computed properties:
**Calculated total energy**: -95869.8841 eV
**Gap between HOMO and LUMO**: 9.6 eV
**Energy above the lowest of the compared OMol25 structures with the same formula, charge and spin**: 0.925 eV
**HOMO level**: -7.6 eV

Record 5
The following is a quantum chemistry calculation of a single C9H10O4 molecule, from OMol25.

```
! RIJCOSX wB97M-V def2-TZVPD def2/J DEFGRID3
* xyz 0 1
C -2.006 1.568 0.627
C -1.983 0.086 0.286
C 0.304 -0.285 -0.543
C 1.104 0.831 -0.587
C 2.503 0.719 -0.410
C 3.226 -0.383 0.017
C 2.417 -1.593 -0.075
C 1.016 -1.498 -0.332
C -3.239 -0.837 0.017
H -0.961 1.587 1.077
H -2.046 2.339 -0.108
H -2.861 1.734 1.361
H -1.511 -0.496 1.110
H 0.671 1.840 -0.661
H 3.044 1.665 -0.268
H 4.715 0.053 0.959
H 2.735 -2.612 0.192
H 0.519 -2.431 -0.674
H -3.833 0.545 -0.993
O -1.089 -0.139 -0.847
O 4.626 -0.438 0.133
O -4.182 -0.317 -0.741
O -3.168 -1.938 0.459
*
```

Computed properties:
**Calculated total energy**: -17683.0318 eV
**Gap between HOMO and LUMO**: 9.8 eV
**Energy above the lowest of the compared OMol25 structures with the same formula, charge and spin**: 2.681 eV
**HOMO level**: -9.3 eV

Record 6
The following is a quantum chemistry calculation of a molecular structure, C48H54Ge3IN2O2Ru, from OMol25.

```
! RIJCOSX wB97M-V def2-TZVPD def2/J DEFGRID3
* xyz 1 5
Ru -1.764 0.289 1.213
C -1.682 2.318 -1.977
C -0.250 2.016 -1.527
Ge -0.128 1.995 0.485
C 1.635 1.476 1.289
C 1.459 1.206 2.784
C -0.375 3.835 1.114
C -1.275 4.024 2.085
Ge -2.256 2.344 2.465
C -4.051 2.544 1.511
C -5.211 3.230 2.231
C -2.005 1.709 4.378
C -2.977 2.203 5.446
C -1.610 5.296 2.747
C -2.680 5.345 3.645
C -3.061 6.525 4.261
C -2.360 7.691 3.992
C -1.281 7.660 3.119
C -0.908 6.479 2.503
H -1.804 2.135 -3.046
H -1.938 3.360 -1.780
H -2.396 1.683 -1.450
H 0.437 2.780 -1.893
H 0.085 1.053 -1.909
H 2.335 2.298 1.128
H 2.035 0.592 0.794
H 1.121 2.108 3.301
H 2.398 0.891 3.241
H 0.724 0.414 2.949
H 0.231 4.655 0.729
H -4.359 1.555 1.164
H -3.768 3.122 0.628
H -5.491 2.723 3.157
H -6.089 3.239 1.582
H -4.966 4.263 2.469
H -0.993 2.046 4.610
H -1.981 0.620 4.338
H -2.871 3.275 5.608
H -2.763 1.702 6.392
H -4.020 1.998 5.194
H -3.214 4.426 3.860
H -3.900 6.533 4.945
H -2.655 8.619 4.464
H -0.729 8.570 2.920
H -0.061 6.476 1.829
N -1.830 -0.820 -0.650
C -2.907 -1.629 -0.823
C -2.833 -2.994 -1.171
C -3.992 -3.725 -1.301
C -5.236 -3.136 -1.083
C -5.321 -1.783 -0.759
C -4.176 -1.029 -0.656
H -1.872 -3.465 -1.327
H -3.931 -4.770 -1.575
H -6.137 -3.727 -1.183
H -6.288 -1.322 -0.608
H -4.220 0.039 -0.475
O -0.648 -1.443 -1.067
C 0.275 -1.601 -0.105
O 0.066 -1.283 1.053
C 1.554 -2.172 -0.640
C 2.207 -1.193 -1.630
Ge 3.725 -2.005 -2.646
C 3.065 -2.645 -4.377
C 1.724 -2.611 -4.746
C 1.323 -3.050 -6.001
C 2.262 -3.532 -6.900
C 3.604 -3.575 -6.543
C 4.000 -3.131 -5.292
C 4.494 -3.471 -1.602
C 5.076 -3.225 -0.358
C 5.688 -4.247 0.351
C 5.728 -5.530 -0.179
C 5.141 -5.790 -1.408
C 4.527 -4.765 -2.115
C 5.074 -0.619 -2.972
C 4.702 0.536 -3.659
C 5.646 1.497 -3.988
C 6.976 1.310 -3.634
C 7.356 0.167 -2.947
C 6.409 -0.794 -2.619
H 1.337 -3.116 -1.148
H 2.203 -2.386 0.205
H 2.573 -0.305 -1.114
H 1.474 -0.854 -2.363
H 0.977 -2.238 -4.052
H 0.277 -3.015 -6.279
H 1.951 -3.870 -7.880
H 4.339 -3.951 -7.242
H 5.050 -3.153 -5.018
H 5.056 -2.221 0.055
H 6.145 -4.045 1.312
H 6.222 -6.325 0.365
H 5.168 -6.790 -1.823
H 4.069 -4.969 -3.077
H 3.665 0.681 -3.944
H 5.348 2.386 -4.530
H 7.716 2.053 -3.901
H 8.392 0.019 -2.672
H 6.712 -1.689 -2.086
I -3.076 -5.297 2.801
C -3.622 -3.281 2.932
C -4.856 -2.907 3.441
C -5.149 -1.554 3.520
C -4.217 -0.639 3.069
N -3.036 -1.003 2.558
C -2.734 -2.305 2.510
H -5.559 -3.653 3.784
H -6.088 -1.213 3.933
H -4.405 0.425 3.132
H -1.745 -2.574 2.159
*
```

Computed properties:
**Expectation value of S²**: 6.043
**Calculated total energy**: -237948.9035 eV
**Gap between HOMO and LUMO (alpha / beta)**: 7.8 / 5.2 eV
**HOMO level (alpha / beta)**: -10.4 / -10.4 eV

Record 7
The following is a quantum chemistry calculation of 2 unconnected molecules or ions with the total composition C11H18, from OMol25.

```
! RIJCOSX wB97M-V def2-TZVPD def2/J DEFGRID3
* xyz 0 1
C 4.345 0.831 0.139
C 3.096 1.355 -0.153
C 2.026 0.538 -0.359
C 2.121 -0.859 -0.320
C 3.372 -1.459 0.119
C 4.476 -0.556 0.277
C -2.339 0.023 -0.072
C -2.877 1.158 0.889
C -2.039 -0.976 1.013
C -0.906 0.488 -0.746
C -3.270 -0.620 -1.029
H 5.105 1.518 0.326
H 3.052 2.510 -0.152
H 1.050 0.963 -0.660
H 1.215 -1.395 -0.640
H 3.492 -2.534 0.012
H 5.421 -1.140 0.529
H -3.774 0.692 1.395
H -2.081 1.532 1.468
H -3.335 2.094 0.443
H -1.734 -1.911 0.511
H -1.262 -0.709 1.730
H -2.892 -1.343 1.745
H -0.077 -0.299 -0.922
H -0.310 1.186 0.022
H -1.308 1.148 -1.744
H -3.383 0.126 -1.964
H -3.022 -1.660 -1.510
H -4.160 -0.703 -0.349
*
```

Computed properties:
**Calculated total energy**: -11695.6975 eV
**Gap between HOMO and LUMO**: 10.1 eV
**Energy above the lowest of the compared OMol25 structures with the same formula, charge and spin**: 3.583 eV
**HOMO level**: -9.3 eV

Record 8
The following is a quantum chemistry calculation of a single C10H21N3 molecule, from OMol25.

```
! RIJCOSX wB97M-V def2-TZVPD def2/J DEFGRID3
* xyz 0 1
C 2.122 1.385 0.593
C 1.441 0.518 1.641
C 1.047 2.153 -0.161
C 0.427 -0.478 1.039
C 0.033 1.214 -0.841
C -0.441 -0.979 2.212
C 1.180 -1.673 0.426
C 0.651 0.603 -2.110
C -1.191 2.050 -1.247
C -2.832 -2.601 -0.665
N -1.763 -1.778 -0.168
N -1.614 -0.681 -0.676
N -0.423 0.236 0.117
H 2.803 2.084 1.083
H 2.714 0.776 -0.090
H 2.180 -0.050 2.209
H 0.910 1.173 2.335
H 0.512 2.786 0.550
H 1.488 2.796 -0.923
H 0.196 -1.234 3.055
H -1.014 -1.854 1.930
H -1.131 -0.194 2.512
H 0.481 -2.371 -0.025
H 1.729 -2.192 1.207
H 1.884 -1.350 -0.334
H 1.580 0.083 -1.898
H 0.858 1.388 -2.834
H -0.048 -0.104 -2.550
H -1.696 2.411 -0.354
H -1.889 1.441 -1.809
H -0.883 2.901 -1.850
H -3.780 -2.058 -0.676
H -2.909 -3.471 -0.015
H -2.622 -2.929 -1.686
*
```

Computed properties:
**Calculated total energy**: -15178.8696 eV
**Gap between HOMO and LUMO**: 9.1 eV
**Energy above the lowest of the compared OMol25 structures with the same formula, charge and spin**: 0.000 eV
**HOMO level**: -8.2 eV

Record 9
The following is a quantum chemistry calculation of 2 unconnected molecules or ions with the total composition C3H9NO2, from OMol25.

```
! RIJCOSX wB97M-V def2-TZVPD def2/J DEFGRID3
* xyz 0 1
C 1.163 -1.589 0.907
C 0.655 -0.170 0.831
O -0.068 0.140 1.950
O 1.299 0.728 0.272
H -0.142 1.104 2.015
H 1.684 -1.847 -0.012
H 0.332 -2.260 1.107
H 1.866 -1.671 1.737
C -1.440 0.534 -1.102
N -0.542 1.500 -1.600
H -0.257 1.268 -2.549
H 0.343 1.458 -1.000
H -2.165 0.201 -1.841
H -1.959 0.905 -0.220
H -0.770 -0.301 -0.495
*
```

Computed properties:
**Calculated total energy**: -8841.1467 eV
**Gap between HOMO and LUMO**: 9.4 eV
**Energy above the lowest of the compared OMol25 structures with the same formula, charge and spin**: 1.809 eV
**HOMO level**: -8.8 eV

Record 10
The following is a quantum chemistry calculation of 2 unconnected molecules or ions with the total composition C5H14, from OMol25.

```
! RIJCOSX wB97M-V def2-TZVPD def2/J DEFGRID3
* xyz 1 2
C 1.747 -1.415 0.158
C 1.444 -1.369 -1.365
H 2.251 -2.506 0.340
H 2.517 -0.677 0.397
H 0.830 -1.301 0.737
H 0.399 -1.170 -1.426
H 1.509 -2.279 -1.833
H 1.989 -0.619 -1.909
C -1.338 0.546 0.035
C -1.853 0.875 1.454
C -0.146 1.418 -0.290
H -1.073 -0.474 -0.120
H -2.221 0.759 -0.603
H -2.185 1.919 1.755
H 0.746 1.148 0.400
H 0.212 1.362 -1.338
H -0.241 2.504 -0.077
H -2.740 0.308 1.442
H -1.118 0.697 2.283
*
```

Computed properties:
**Expectation value of S²**: 0.753
**Calculated total energy**: -5399.9043 eV
**Gap between HOMO and LUMO (alpha / beta)**: 12.3 / 4.0 eV
**Energy above the lowest of the compared OMol25 structures with the same formula, charge and spin**: 1.201 eV
**HOMO level (alpha / beta)**: -15.2 / -15.0 eV

Record 11
The following is a quantum chemistry calculation of a molecular structure, C25H34CeN4OS3, from OMol25.

```
! RIJCOSX wB97M-V def2-TZVPD def2/J DEFGRID3
* xyz 1 2
Ce -0.016 0.980 0.655
C 0.071 -3.384 1.961
C 0.006 -1.889 1.973
N -0.636 -1.227 1.063
N -1.238 -1.961 0.032
C -1.852 -1.253 -0.861
S -2.099 0.479 -1.041
S -2.584 -2.162 -2.181
C -2.906 -3.789 -1.469
C -3.943 -3.800 -0.384
C -3.593 -4.096 0.928
C -4.547 -4.108 1.935
C -5.870 -3.821 1.637
C -6.232 -3.529 0.329
C -5.275 -3.518 -0.673
C 0.691 -1.170 3.086
C 1.565 -1.924 3.897
C 2.211 -1.392 4.989
C 1.989 -0.061 5.334
C 1.143 0.715 4.575
C 0.503 0.182 3.455
O -0.276 1.031 2.735
H -0.548 -3.790 1.172
H -0.242 -3.777 2.928
H 1.099 -3.712 1.795
H -1.983 -4.265 -1.143
H -3.257 -4.337 -2.347
H -2.562 -4.332 1.157
H -4.257 -4.350 2.949
H -6.620 -3.832 2.416
H -7.264 -3.313 0.087
H -5.567 -3.284 -1.690
H 1.738 -2.961 3.656
H 2.872 -2.013 5.576
H 2.475 0.368 6.200
H 0.944 1.748 4.824
C -0.134 4.079 0.545
C 0.540 5.138 -0.323
C 1.501 4.614 -1.392
C 2.903 4.266 -0.898
N 2.968 3.040 -0.105
C 2.959 1.780 -0.582
S 2.806 0.476 0.525
N 3.009 1.591 -1.890
C 2.926 0.291 -2.565
C 2.863 0.506 -4.068
C 1.699 1.396 -4.517
C 0.357 1.017 -3.905
H -0.836 4.515 1.255
H 0.599 3.520 1.140
H -0.726 3.408 -0.098
H 1.070 5.843 0.324
H -0.242 5.720 -0.811
H 1.610 5.380 -2.164
H 1.067 3.747 -1.908
H 3.288 5.060 -0.257
H 3.614 4.206 -1.727
H 3.093 3.102 0.893
H 3.168 2.396 -2.479
H 2.032 -0.224 -2.208
H 3.785 -0.310 -2.268
H 2.782 -0.475 -4.540
H 3.818 0.918 -4.409
H 1.634 1.350 -5.605
H 1.919 2.450 -4.305
H 0.134 -0.044 -4.037
H -0.460 1.582 -4.353
H 0.315 1.210 -2.827
*
```

Computed properties:
**Expectation value of S²**: 0.751
**Calculated total energy**: -79916.5868 eV
**Gap between HOMO and LUMO (alpha / beta)**: 7.9 / 7.9 eV
**Energy above the lowest of the compared OMol25 structures with the same formula, charge and spin**: 0.000 eV
**HOMO level (alpha / beta)**: -10.6 / -10.6 eV

Record 12
The following is a quantum chemistry calculation of a single C4H9NO2 molecule, from OMol25.

```
! RIJCOSX wB97M-V def2-TZVPD def2/J DEFGRID3
* xyz 0 1
C 2.787 -0.032 -1.164
N 1.404 0.016 -0.732
C 1.183 0.470 0.423
O -0.029 0.589 0.992
C -1.183 0.336 0.189
C -2.174 -0.502 0.983
O -3.450 -0.453 0.377
H 3.117 -1.074 -1.241
H 2.870 0.408 -2.163
H 3.481 0.499 -0.493
H 1.950 0.829 1.120
H -1.647 1.297 -0.059
H -0.886 -0.167 -0.737
H -1.797 -1.532 1.083
H -2.290 -0.088 1.990
H -3.336 -0.594 -0.568
*
```

Computed properties:
**Calculated total energy**: -9877.9912 eV
**Gap between HOMO and LUMO**: 10.7 eV
**Energy above the lowest of the compared OMol25 structures with the same formula, charge and spin**: 2.069 eV
**HOMO level**: -9.8 eV

Number 2 is which compound?
C9H14